The following is a DFT calculation (ωB97M-V with the def2-TZVPD basis set) of a molecular structure, C21H39MnNOP2 in a non-equilibrium geometry.

Each line ends with the Mulliken charge.
Atoms and positions in Å:
Mn -0.3580 -0.1582 -0.4296  -0.04
P -1.4107 -2.0767 1.5795  0.98
P 0.4680 1.3553 -2.0932  1.07
N -0.5936 -1.5124 -1.4636  -0.70
H -0.5139 -1.1253 0.9905  -0.32
C -3.1223 -2.0716 1.3062  -0.93
H -3.4025 -2.7673 2.1121  0.44
H -3.3331 -2.5051 0.3241  0.32
H -3.6207 -1.1035 1.4318  0.27
C -0.8792 -1.5482 3.1847  -1.25
H -1.3911 -2.2960 3.7863  0.58
H -1.1955 -0.5234 3.4295  0.30
H 0.2122 -1.6029 3.2662  0.27
C -0.5271 -3.4730 0.9807  -1.25
H -0.6584 -4.1238 1.8420  0.58
H 0.5330 -3.2877 0.7635  0.26
H -1.0472 -3.8578 0.0996  0.35
C -0.5755 2.1923 -3.3326  -1.49
H 0.0406 2.5940 -4.1492  0.46
H -1.1491 3.0008 -2.8685  0.35
H -1.2819 1.4659 -3.7368  0.36
C 1.5398 2.6861 -1.4673  -1.18
H 2.2245 2.9859 -2.2659  0.51
H 2.0972 2.3236 -0.6003  0.16
H 0.9297 3.5431 -1.1576  0.22
C 1.6320 0.3921 -3.1233  -1.40
H 2.2521 1.0794 -3.7088  0.53
H 1.0750 -0.2668 -3.7981  0.28
H 2.2727 -0.2263 -2.4886  0.25
C -0.3102 -2.4771 -2.3033  -0.18
C -1.0604 -4.0452 -3.9993  -0.39
C -1.3287 -2.9671 -3.1917  -0.64
C 0.9929 -3.0987 -2.3197  0.19
C 1.2097 -4.1723 -3.1572  -0.63
C 0.2031 -4.6555 -3.9958  -0.49
H -1.8548 -4.4160 -4.6486  0.33
H -2.2993 -2.4591 -3.1654  0.38
H 1.7626 -2.7074 -1.6520  0.32
H 2.1994 -4.6390 -3.1492  0.31
H 0.3936 -5.4961 -4.6408  0.37
C -2.6920 2.4680 -0.1126  0.65
O -2.6060 2.0354 -1.2535  -0.48
C -3.8316 1.9737 0.8141  -0.89
H -3.5490 2.0376 1.8794  0.34
H -3.9352 0.8949 0.6167  0.04
H -4.7958 2.5332 0.6070  0.35
C -1.5459 3.2191 0.6102  -0.59
H -1.0899 4.0551 0.0196  0.24
H -0.7557 2.4931 0.9310  -0.08
H -1.9512 3.5780 1.5794  0.44
C 2.7266 3.0888 2.2082  -1.57
C 2.3454 1.6842 2.6671  2.24
C 3.5977 0.8469 2.9047  -1.75
C 1.5113 1.7613 3.9481  -1.41
C 1.5127 1.0958 1.6698  0.66
C 0.8332 0.6771 0.7403  -0.84
H 3.3179 3.5728 2.9861  0.45
H 1.8268 3.6939 2.0135  0.25
H 3.3102 3.0521 1.2812  0.38
H 4.2157 1.3397 3.6623  0.42
H 3.3382 -0.1561 3.2536  0.32
H 4.1775 0.7473 1.9825  0.36
H 0.5879 2.3277 3.7708  0.28
H 1.2336 0.7564 4.2925  0.27
H 2.0932 2.2651 4.7378  0.41

Summary:
- Energy relative to the best compared isomer or geometry (same formula, charge and spin): 4.537 eV
- E_HOMO (alpha / beta): -5.154 / -5.614 eV
- Electronic energy: -75838.554 eV
- Kohn-Sham gap (alpha / beta): 5.2 / 5.7 eV
- 2S+1: 4
- <S²>: 3.830

---

The following is a DFT calculation (ωB97M-V with the def2-TZVPD basis set) of a molecular structure, C21H40B3Cl21N2O3 in a non-equilibrium geometry.

Each line ends with the Mulliken charge.
Atoms and positions in Å:
C -2.9288 -3.9795 -3.9681  -0.86
C -1.6559 -4.2965 -3.0742  -0.15
C -1.4707 -3.0332 -2.1566  0.03
C -0.2494 -3.1766 -1.1969  0.12
C -0.6164 -3.9530 0.1295  -0.76
C -0.0523 -3.2394 1.3995  -0.82
C -0.7620 -1.8826 1.6845  -0.28
C -0.1055 -1.1513 2.9083  -0.23
C 1.0217 -0.1528 2.4928  -0.51
C 0.5655 1.3582 2.4852  -0.06
B 0.5743 2.0056 1.0165  0.46
O 1.6834 1.7732 0.1364  0.07
B 2.0674 3.0364 -0.3652  0.22
C 3.0998 3.3072 -1.5491  -0.45
C 3.7325 2.0303 -2.1938  -0.35
N 4.3991 1.1279 -1.2464  -0.34
O 1.4200 4.1750 0.2309  -0.05
B 0.0249 3.9382 -0.0478  -0.07
C -0.7033 4.9010 -1.0961  -0.73
C -0.5248 4.2316 -2.5367  0.91
N -1.8941 4.0159 -3.0678  -0.72
O -0.5416 2.8273 0.6209  -0.53
H -3.0491 -4.6937 -4.8046  0.30
H -2.7583 -2.9587 -4.3704  0.25
H -3.8122 -3.9264 -3.3062  0.12
H -0.7841 -4.4496 -3.7464  0.27
H -1.7721 -5.2267 -2.4910  0.18
H -1.3154 -2.1616 -2.8258  -0.40
H -2.4247 -2.9112 -1.5983  0.29
H 0.6458 -3.6044 -1.6905  0.50
H 0.0321 -2.1470 -0.8704  -0.42
H -1.7090 -4.1356 0.1802  0.37
H -0.1063 -4.9391 0.0667  0.30
H 1.0371 -3.0916 1.2313  0.24
H -0.1707 -3.8654 2.3050  0.40
H -1.8363 -2.0684 1.8779  0.40
H -0.6931 -1.1729 0.8289  -0.06
H 0.3798 -1.9241 3.5501  0.55
H -0.8569 -0.6367 3.5426  -0.24
H 1.8628 -0.2473 3.2117  0.40
H 1.4085 -0.3764 1.4730  0.18
H -0.3980 1.5371 3.0061  -0.24
H 1.3235 1.9308 3.0747  0.32
H 3.8550 4.0577 -1.2220  0.29
H 2.5214 3.8233 -2.3561  0.18
H 2.9640 1.5154 -2.8071  -0.04
H 4.5142 2.3934 -2.9041  0.31
H 3.8847 0.2601 -1.1933  0.20
H 4.5373 1.5476 -0.3394  0.09
H -1.7650 5.1064 -0.8757  0.38
H -0.0995 5.8353 -1.1379  0.21
H 0.0859 4.8704 -3.2138  0.31
H -0.0304 3.2463 -2.4750  -0.81
H -1.7828 3.4416 -3.9009  0.25
H -2.2301 4.9403 -3.3252  0.25
C -0.7270 5.4684 3.2773  1.18
Cl -1.3193 4.1002 4.2270  -0.12
Cl -1.9705 6.7163 3.1385  -0.15
Cl 0.7471 6.1323 3.9910  -0.14
H -0.4913 5.1107 2.2816  -0.91
C 0.3013 0.5523 -4.0386  -0.14
Cl -0.1093 0.7590 -2.3315  -0.03
Cl -1.0450 -0.1847 -4.9139  -0.14
Cl 0.7396 2.1064 -4.7595  -0.11
H 1.1574 -0.1091 -4.1110  0.42
C -5.2972 -6.6209 -2.6485  0.07
Cl -6.4224 -7.9387 -2.3077  -0.11
Cl -5.2895 -5.4526 -1.3200  -0.15
Cl -3.6701 -7.2470 -2.9342  -0.13
H -5.6288 -6.1132 -3.5472  0.30
C -8.2540 -8.7654 1.6434  0.01
Cl -7.7741 -10.2554 0.8218  -0.12
Cl -7.5499 -7.3590 0.8401  -0.06
Cl -10.0151 -8.6307 1.7094  -0.12
H -7.8778 -8.8013 2.6591  0.29
C 7.5744 1.8613 0.9790  0.37
Cl 8.4425 0.8276 2.1210  -0.14
Cl 7.3376 1.0309 -0.5619  -0.10
Cl 6.0237 2.3707 1.6649  -0.09
H 8.1710 2.7453 0.8004  -0.07
C 7.3146 6.4516 1.4929  -0.05
Cl 8.6614 5.3582 1.1492  -0.13
Cl 5.8225 5.8837 0.7336  -0.03
Cl 7.0950 6.6369 3.2353  -0.12
H 7.5575 7.4221 1.0764  0.35
C -2.4183 0.4456 6.6027  -0.04
Cl -1.9291 -1.0624 5.8230  -0.10
Cl -1.7241 1.8278 5.7454  -0.05
Cl -4.1795 0.5728 6.6693  -0.13
H -2.0382 0.4454 7.6177  0.33

Summary:
- E_HOMO: -8.822 eV
- Electronic energy: -296554.591 eV
- Kohn-Sham gap: 9.2 eV

---

The following is a DFT calculation (ωB97M-V with the def2-TZVPD basis set) of a molecular structure, C21H40Cl3EuN2O4Si in a non-equilibrium geometry.

Each line ends with the Mulliken charge.
Atoms and positions in Å:
C -1.6048 -2.1581 -2.4572  -1.53
C -1.0987 -3.0797 -1.3941  0.32
H -1.5507 -2.6359 -3.4376  0.41
H -1.0221 -1.2237 -2.4967  0.20
H -2.6511 -1.8778 -2.2608  0.32
C -0.5929 -4.3051 -1.5841  0.21
C -0.4849 -5.0026 -2.8897  -1.50
H -0.2650 -4.8951 -0.7263  0.41
H -0.6229 -4.3467 -3.7576  0.38
H -1.2027 -5.8345 -2.9469  0.24
H 0.5179 -5.4430 -2.9549  0.31
Eu 0.0919 0.5785 0.7719  0.61
Cl -2.4813 0.8640 1.5565  -0.73
Cl 0.7151 1.9221 -1.3302  -0.68
H 0.6381 5.0802 4.6170  0.32
H -1.5761 5.8786 3.5059  0.32
C 0.9703 4.7481 3.6276  -0.95
C -1.1621 5.5089 2.5614  -0.90
N -0.1953 4.4428 2.8053  0.24
H 1.5725 3.8406 3.7029  0.23
C -0.2772 3.2665 2.2019  0.61
O 0.6294 2.3949 2.2539  -0.70
H -1.9773 5.1273 1.9374  0.27
H -1.2212 3.0745 1.6617  -0.02
H 1.5524 5.5546 3.1664  0.32
H -0.6904 6.3550 2.0452  0.30
H 1.3680 -1.6100 -1.9428  0.19
H 2.3282 -3.9496 -0.7548  0.17
C 2.3596 -1.2155 -1.6745  -0.91
C 3.2218 -3.3090 -0.6859  -0.85
N 2.8651 -1.9106 -0.4970  0.40
H 2.2700 -0.1400 -1.4875  0.18
C 2.8834 -1.3780 0.7342  0.03
O 2.5062 -0.2215 1.0309  -0.66
H 3.8251 -3.6435 0.1666  0.33
H 3.2774 -2.0786 1.4996  0.32
H 3.0427 -1.4216 -2.5082  0.40
H 3.7936 -3.4113 -1.6155  0.34
O -0.0678 -1.5582 0.0304  -0.13
C -1.0765 -2.4711 0.0076  0.00
C 0.1794 -3.9047 1.7179  0.66
C -1.0235 -3.4958 1.1485  -0.36
H 1.0967 -3.3745 1.4394  0.08
C 0.1868 -4.9808 2.6174  -0.82
H -2.0402 -1.9546 0.1454  0.44
C -2.2281 -4.0517 1.5846  -0.45
H 1.1405 -5.3499 3.0030  0.37
C -1.0177 -5.5701 3.0220  -0.40
C -2.2308 -5.0999 2.5019  -0.64
H -3.1588 -3.6559 1.1750  0.42
H -1.0163 -6.3834 3.7516  0.34
H -3.1735 -5.5469 2.8148  0.37
Si -0.4643 4.1926 -3.4798  0.67
Cl -0.7140 2.2718 -4.2294  -0.29
C 1.3781 4.5043 -3.2495  -0.87
C -1.7466 4.4436 -2.1218  -0.77
C -0.8574 5.4327 -4.8723  -1.04
H 1.8773 3.7186 -2.6703  0.23
H 1.5657 5.4678 -2.7568  0.29
H 1.8407 4.5447 -4.2479  0.27
H -0.1227 5.3272 -5.6834  0.25
H -0.7968 6.4605 -4.4848  0.30
H -1.8596 5.2785 -5.2924  0.29
H -1.7081 3.6996 -1.3126  0.13
H -2.7465 4.3666 -2.5804  0.28
H -1.6624 5.4412 -1.6638  0.29
C -0.1755 -0.1664 4.1167  -0.75
O 0.5234 -0.5828 2.9322  -0.11
H -1.1879 0.1065 3.8073  0.25
H 0.2933 0.6993 4.6069  0.23
H -0.2237 -1.0216 4.7993  0.26
H 1.4648 -0.3327 2.9795  0.26

Summary:
- Energy relative to the best compared isomer or geometry (same formula, charge and spin): 0.000 eV
- E_HOMO (alpha / beta): -1.995 / -4.717 eV
- Electronic energy: -98378.023 eV
- Kohn-Sham gap (alpha / beta): 4.4 / 7.2 eV
- 2S+1: 8
- Total charge: -1
- <S²>: 15.759

---

The following is a DFT calculation (ωB97M-V with the def2-TZVPD basis set) of a molecular structure, C21H40Cl3N4O3PtSSi in a non-equilibrium geometry.

Each line ends with the Mulliken charge.
Atoms and positions in Å:
C 2.5426 -1.9874 -2.9190  -1.33
C 1.7486 -1.4164 -4.0586  0.15
H 2.6648 -3.0701 -3.0405  0.39
H 2.0459 -1.7877 -1.9573  0.25
H 3.5517 -1.5424 -2.8739  0.26
C 1.5673 -2.0061 -5.2378  0.12
C 2.2067 -3.2903 -5.6598  -1.38
H 0.9226 -1.5362 -5.9902  0.28
H 2.2231 -4.0387 -4.8536  0.37
H 3.2424 -3.1438 -6.0075  0.26
H 1.6432 -3.7057 -6.5045  0.36
Pt 0.0608 -0.0191 4.7516  1.33
Cl 1.8247 1.3911 5.4349  -0.63
Cl 1.2533 -0.6901 2.8422  -0.67
C -0.1022 2.2810 2.8384  0.22
O -0.8690 1.5233 3.5109  -0.88
N -0.6068 3.1941 2.0199  0.33
C -2.0361 3.2567 1.7053  -0.89
C 0.2270 4.2470 1.4547  -0.86
H 1.0004 2.2116 2.9091  0.22
H -2.6146 2.6419 2.4036  0.26
H -2.1995 2.8857 0.6775  0.10
H -2.3446 4.3111 1.7608  0.41
H 1.2308 4.1284 1.8738  0.29
H -0.1802 5.2294 1.7372  0.33
H 0.2771 4.1495 0.3596  0.22
H 0.2302 -4.6469 3.2191  0.28
H -0.6929 -2.8851 1.3898  0.34
C -0.7438 -4.5669 3.7240  -0.93
C -1.6382 -3.1409 1.8952  -1.02
N -1.4324 -3.3399 3.3295  0.30
H -0.5764 -4.5169 4.8025  0.33
C -1.5393 -2.3523 4.2094  -0.15
O -1.5763 -1.1156 3.9032  -0.78
H -2.3658 -2.3381 1.7332  0.28
H -1.5856 -2.6849 5.2622  0.51
H -1.3565 -5.4392 3.4623  0.32
H -2.0201 -4.0867 1.4897  0.33
O -0.1732 -0.2969 -3.1492  -0.39
C 1.0909 -0.0668 -3.7695  0.21
C -0.1988 0.8340 -5.7928  0.12
C 0.9569 0.8037 -5.0140  -0.06
H -1.0640 0.2458 -5.4843  0.44
C -0.2218 1.6085 -6.9564  -0.78
H 1.7590 0.4547 -3.0659  0.59
C 2.0865 1.5333 -5.4006  -0.45
H -1.1315 1.6382 -7.5536  0.39
C 0.9088 2.3266 -7.3487  -0.38
C 2.0700 2.2836 -6.5710  -0.67
H 2.9721 1.4635 -4.7681  0.38
H 0.8888 2.9231 -8.2603  0.37
H 2.9628 2.8306 -6.8704  0.39
Si -0.9906 0.5522 -1.9624  0.14
Cl 0.9684 -2.0149 5.7113  -0.58
C -2.8025 0.2206 -2.2491  -1.02
C -0.6020 2.3703 -2.1830  -0.99
C -0.4206 -0.0935 -0.3120  -0.33
H -3.0743 0.3299 -3.3083  0.27
H -3.4236 0.9186 -1.6697  0.31
H -3.0692 -0.8001 -1.9422  0.32
H -0.6225 -1.1715 -0.2247  -0.13
H -0.9171 0.4028 0.5341  0.16
H 0.6599 0.0444 -0.1719  0.28
H -0.7535 2.6865 -3.2273  0.36
H 0.4428 2.5917 -1.9189  0.29
H -1.2539 2.9896 -1.5473  0.45
N -0.4713 -1.0415 8.8695  -0.38
C -0.2376 0.0539 8.1596  0.49
N 0.5206 0.9914 8.7864  -0.41
S -1.1234 0.4520 6.7113  -0.45
H -0.2721 -1.0923 9.8692  0.16
H -0.9409 -1.8304 8.4576  0.21
H 0.7778 1.8154 8.2443  0.23
H 0.7163 0.9394 9.7812  0.16

Summary:
- Energy relative to the best compared isomer or geometry (same formula, charge and spin): 0.176 eV
- E_HOMO (alpha / beta): -1.626 / -3.905 eV
- Electronic energy: -94060.238 eV
- Kohn-Sham gap (alpha / beta): 3.9 / 6.2 eV
- 2S+1: 3
- Total charge: -1
- <S²>: 2.021